The following is a quantum chemistry calculation of 12 unconnected molecules or ions with the total composition C54H54Br4F8N2O4 in a non-equilibrium geometry, from OMol25.

Computed properties:
- Kohn-Sham gap: 8.7 eV
- LUMO energy: -0.2 eV
- M: 1266.64 g/mol
- SMILES: C[N+](=O)[O-].C[N+](=O)[O-].Fc1ccccc1.Fc1ccccc1.Fc1ccccc1.Fc1ccccc1.Fc1ccccc1.Fc1ccccc1.Fc1ccccc1.Fc1ccccc1.BrCCBr.BrCCBr
- Charge: 0

Structure (XYZ):
```
126
Properties=species:S:1:pos:R:3:forces:R:3:mulliken_charge:R:1
Br 2.70404 -7.65754 -0.49320 -0.091 0.599 -0.829 -0.23
Br 0.73810 3.84955 3.61417 1.302 -0.611 -0.701 -0.17
Br 5.07966 2.55030 2.13155 -0.956 0.863 0.449 -0.22
Br 2.20045 -4.30255 -3.76970 0.094 -0.159 0.817 -0.13
F 0.45129 2.48000 -0.01750 -0.505 0.587 0.328 -0.58
F -5.83459 -0.76675 1.04286 -0.745 0.949 -1.320 -0.40
F -0.86359 -5.79788 -1.29734 0.460 0.234 -0.055 -0.23
F 4.11268 2.19455 -2.11575 -0.864 -0.851 -0.294 -0.18
F -1.57201 -0.73836 -7.87745 -0.061 -0.159 -0.420 -0.33
F -4.20672 4.92017 -4.22520 0.456 -0.266 0.168 -0.39
F 0.49653 -0.88064 3.93714 0.152 0.212 0.221 -0.09
F -6.01455 4.08941 -0.10316 -0.197 0.272 -0.298 -0.31
O 1.25918 -4.39015 1.09158 0.172 0.028 0.357 -0.32
O 0.25482 -4.07581 2.95838 0.339 -0.238 0.467 -0.49
O 4.85173 -2.26587 -1.16864 0.156 0.065 0.838 -0.51
O 6.51773 -1.21644 -0.23018 -1.354 -0.924 -0.179 -0.58
N 1.12123 -4.59317 2.29312 -0.547 -0.086 -1.209 0.78
N 5.35400 -1.64489 -0.25087 1.371 2.155 -0.090 0.95
C -0.79669 0.17655 5.59761 -0.402 -0.388 0.077 -0.29
C -3.08428 -5.11743 -1.40298 -1.824 0.364 0.321 -0.44
C -5.00511 -1.35225 1.86829 1.172 -0.740 1.897 0.03
C -2.40278 3.60906 0.21699 -0.930 -0.406 -0.295 -0.56
C -0.37102 -1.33739 -4.57885 0.415 -0.099 -0.052 -0.18
C -2.38788 -2.51487 -0.59770 0.272 -1.099 0.338 -0.48
C 6.64841 4.56051 -1.31501 -0.006 1.061 -0.521 -0.32
C 0.50345 0.16341 0.51418 0.471 0.496 -0.321 0.07
C 4.53377 -1.23847 0.94817 -1.829 -1.325 -0.516 0.15
C -3.42130 -2.64449 3.67732 1.269 0.541 0.997 -0.69
C 2.40113 -5.09185 -1.94521 -0.338 -0.236 -0.071 0.06
C -1.39774 -0.75269 -3.86353 -0.423 -0.480 1.122 0.12
C -2.55077 -0.23754 -4.46166 0.847 0.128 -0.023 -0.90
C -3.49748 3.00653 2.27530 0.521 -0.198 -0.089 -0.66
C -0.67961 -0.62521 7.88898 -0.097 -0.449 0.343 -0.59
C -4.06505 -4.11676 -1.14338 0.884 -2.098 -0.190 -0.75
C 5.90398 5.74302 -1.21917 -0.651 -0.610 0.886 -0.62
C 2.09463 -5.54923 2.86995 0.582 -0.036 0.349 -0.86
C -0.83407 3.52786 -3.91285 -1.056 0.579 -0.492 -0.15
C -2.90305 -1.54630 2.98476 -0.257 -0.414 -0.556 -0.16
C 6.04255 3.40880 -1.73148 -0.812 -0.249 0.356 -0.68
C 1.45761 -1.29521 -1.15999 0.662 -0.536 1.364 0.33
C -2.34105 3.05502 1.49163 0.465 1.373 -0.183 0.49
C 3.60365 3.68741 2.95766 0.641 -0.117 0.691 -0.53
C -1.78453 -4.82633 -1.17350 -0.251 1.215 0.204 -0.10
C -4.71479 3.29851 1.72413 -1.369 1.261 -1.763 -0.31
C -1.45807 -3.50990 -0.82181 1.599 -0.151 -0.311 1.21
C -0.07678 4.70769 -3.86180 -1.637 0.668 -0.010 -0.73
C 0.70871 1.22327 -0.39552 1.078 -0.657 0.150 -0.85
C -2.85446 4.82824 -4.05332 -1.618 -0.756 -0.058 0.15
C 0.94917 -1.07549 0.13098 -0.720 -0.584 -1.193 -0.27
C 2.28783 3.12505 2.53108 -0.086 -0.178 -0.707 -0.25
C 0.29136 -1.55571 7.53275 -0.291 0.097 -2.131 -0.42
C 4.63363 3.37385 -1.83454 1.973 1.082 -0.237 0.57
C 1.40835 1.07604 -1.58728 -0.715 -1.458 0.115 -0.26
C 2.37522 -6.62201 -2.18395 0.373 1.108 0.685 -0.74
C -5.51403 -2.39155 2.63784 -1.270 1.060 -0.813 -0.34
C 0.65359 -1.63654 6.16192 0.962 0.113 1.310 -0.62
C -4.81262 3.82449 0.39333 1.997 -1.794 2.066 -0.05
C -2.54205 -0.14620 -5.83572 0.012 -0.926 -1.369 -0.33
C -2.25427 3.61255 -4.02343 1.436 -1.091 0.147 -0.23
C -1.54727 -0.82422 -6.53909 -0.468 0.870 0.717 0.26
C -3.71506 -2.88806 -0.66014 -1.172 0.918 -0.780 -0.89
C 4.53251 5.73126 -1.47881 0.635 -0.439 0.340 -0.46
C -4.74368 -2.99134 3.57378 0.697 -0.973 0.134 -0.60
C -0.78138 5.94430 -3.84240 0.627 -1.488 -0.191 -0.58
C -3.63772 3.94203 -0.34076 -1.245 0.534 -0.181 -0.33
C 0.14549 -0.75084 5.24451 -0.027 -0.502 0.019 0.45
C -3.69471 -0.90096 2.05963 -1.204 0.132 -0.355 -0.37
C -2.17487 5.97058 -3.91559 1.746 2.500 0.099 -0.41
C 3.86311 4.52306 -1.76496 0.591 0.180 -0.275 -0.32
C 1.76095 -0.24140 -1.97485 0.253 1.436 0.087 -1.41
C -1.25510 0.18430 6.92003 0.139 0.478 -1.177 -0.54
C -0.48575 -1.45114 -5.93685 -0.067 0.751 -1.650 -0.55
H -3.26474 0.31352 -6.49610 -0.446 0.189 0.486 0.44
H 0.80523 -1.93880 0.76653 0.044 0.055 0.232 0.43
H -2.11436 0.82745 7.04828 0.100 0.069 0.778 0.38
H -4.51219 -2.17548 -0.50262 0.077 0.113 0.164 0.56
H 6.29742 6.61406 -0.71421 0.355 0.209 -0.521 0.35
H -0.41172 2.53651 -3.99839 0.258 0.012 0.209 0.54
H 0.25178 -1.76948 -6.66136 0.393 -0.518 0.497 0.39
H 4.47567 -0.19446 1.24922 1.368 0.010 -0.213 -0.13
H -3.45166 2.81022 3.33751 0.104 -0.399 -0.008 0.44
H -0.41222 -3.23731 -0.78445 0.102 -0.174 0.176 -0.46
H -1.89843 -1.14685 2.99233 0.270 -0.555 0.715 0.36
H 3.49308 -1.41294 0.67000 0.088 -0.450 -0.122 -0.26
H -2.70960 6.91017 -3.91623 -0.008 0.055 -0.037 0.45
H -1.34393 2.95499 1.89842 -0.157 -0.450 0.269 -0.11
H 1.42475 -6.97909 -2.57204 0.107 0.117 0.089 0.40
H -1.23122 0.75152 4.79179 -0.183 0.298 0.232 0.57
H 2.43784 2.05061 2.63508 -0.990 -0.070 0.406 0.23
H 1.64068 1.91647 -2.22370 -0.019 0.101 0.187 1.17
H -5.65052 3.24304 2.26338 0.082 -0.089 0.293 0.43
H 4.06309 6.69819 -1.36578 -0.611 -0.222 -0.161 0.36
H -3.75600 4.34932 -1.33604 0.360 0.011 -0.150 0.40
H 6.68221 2.55765 -1.91641 -0.444 -0.388 0.044 0.40
H 2.81758 4.46138 -2.03206 -0.139 0.117 0.277 0.51
H 0.69056 -2.33122 8.16953 0.036 0.355 0.428 0.39
H -3.30435 -0.03692 1.53963 -0.165 0.034 -0.230 0.91
H 3.66463 3.53248 4.03416 0.506 0.046 -0.080 0.44
H 1.82589 -2.29540 -1.34122 -0.040 -0.020 -0.490 0.12
H 3.82304 4.72801 2.72926 -0.073 -0.180 -0.253 0.40
H 1.93553 -5.67393 3.93852 -0.064 0.202 -0.138 0.33
H 0.56267 -1.67861 -4.15548 -0.244 -0.106 0.556 0.08
H 1.62398 -4.66611 -1.31302 -0.407 -0.474 -0.346 -0.29
H 1.48256 -2.27151 5.88113 -0.242 -0.345 -0.199 0.38
H -2.88217 2.73616 -4.10049 0.193 -0.181 -0.047 0.41
H 4.79126 -1.97119 1.71072 0.175 0.467 0.268 0.38
H -6.56653 -2.63302 2.57876 -0.049 -0.023 -0.326 0.45
H 7.72086 4.56206 -1.17988 0.029 0.089 0.167 0.40
H 2.07321 -6.50741 2.35282 -0.480 0.197 -0.159 0.22
H 3.06461 -5.11739 2.62689 0.024 0.004 0.292 0.31
H 3.19765 -6.80448 -2.87257 -0.100 -0.568 0.198 0.50
H -3.38478 0.11761 -3.87389 0.082 0.160 0.081 0.55
H -5.13234 -3.81176 4.16027 -0.056 0.047 0.103 0.38
H 0.15231 0.22853 1.53459 -0.300 0.717 -0.084 0.79
H -2.05985 -1.53363 -0.28731 -0.034 0.067 -0.089 0.55
H 2.41365 -0.36604 -2.82770 -0.286 -0.129 -0.284 0.66
H -0.14608 6.81824 -3.85728 -0.435 0.368 0.180 0.40
H -1.33002 -0.80362 -2.78494 -0.045 0.211 0.112 0.43
H 2.07795 3.30300 1.47793 -0.272 0.238 0.199 0.10
H -2.84067 -3.18075 4.41555 0.354 0.100 -0.089 0.46
H -5.07326 -4.48054 -1.28191 -0.263 0.564 0.092 0.40
H -3.42730 -6.10100 -1.69080 0.210 -0.087 -0.101 0.43
H 1.00075 4.78032 -3.88496 0.065 -0.483 0.079 0.56
H -1.54330 3.78516 -0.41339 0.240 -0.186 0.244 0.53
H 3.31227 -4.69758 -1.49712 0.335 -0.352 -0.486 0.47
H -1.01957 -0.59609 8.91460 -0.142 0.097 0.004 0.36
```
Positions in Å, forces in eV/Å.



The following is a quantum chemistry calculation of 2 unconnected molecules or ions with the total composition C22H26FN3O4, from OMol25.

Computed properties:
- Kohn-Sham gap: 8.6 eV
- LUMO energy: -0.2 eV
- M: 415.47 g/mol
- SMILES: NCc1c(CCCc2ccccc2)cc(O)c2c1C(=O)N(CCF)C2=O.CC(N)=O
- Charge: 0
- Energy above the lowest of the compared OMol25 structures with the same formula, charge and spin: 22.5 kcal/mol

Structure (XYZ):
```
56
Properties=species:S:1:pos:R:3:forces:R:3:mulliken_charge:R:1
F -0.33682 3.19877 1.09611 0.059 -0.085 -0.042 -0.32
O 1.35879 3.71500 -3.62055 -0.470 -0.016 0.023 -0.57
O -3.69412 0.30315 3.43916 -0.070 0.067 0.044 -0.59
O 3.34169 3.02603 0.28800 -0.470 -0.064 0.167 -0.61
O 0.83556 0.77050 -4.51232 0.063 -0.126 0.074 -0.54
N 2.58138 -0.80501 1.58825 0.286 0.125 0.042 -0.45
N 1.80562 3.64870 -1.34168 0.472 -0.639 -0.025 0.13
N -2.14271 -1.13340 4.20966 0.027 0.071 0.027 -0.36
C 2.59269 2.71952 -0.60245 -0.043 0.065 0.029 -0.15
C -2.39910 -1.56704 -1.29689 -0.084 -0.053 0.042 -0.62
C 3.35624 -0.06898 0.56406 0.121 -0.298 0.165 -1.39
C 1.57901 3.07478 -2.63278 0.056 0.100 0.225 -0.14
C -3.35164 -0.63278 -0.93050 0.019 0.108 0.120 -0.80
C 1.12274 -2.83411 -0.32446 0.196 -0.337 -0.216 -0.71
C 2.37968 1.37458 -1.23747 0.026 -0.052 -0.177 0.69
C -0.90136 -0.70958 0.35464 0.142 0.054 -0.014 0.07
C 2.37637 -2.40096 -1.10770 -0.062 0.243 0.057 -2.14
C -3.08480 0.26885 0.09439 -0.046 -0.063 -0.230 -1.07
C 0.73622 4.38049 -0.68262 -0.151 0.534 -0.261 -0.94
C 1.70275 -0.72822 -2.83950 0.067 0.102 0.287 -0.37
C -0.18193 -2.68962 -1.11707 -0.200 -0.111 0.388 -1.09
C -1.16445 -1.63302 -0.65217 0.021 0.157 -0.085 1.02
C 2.65263 0.09909 -0.76079 -0.075 0.354 0.048 1.09
C -4.49619 -1.73388 4.40158 0.107 -0.085 0.050 -0.98
C 2.25836 -0.97335 -1.57672 0.036 -0.073 -0.405 1.21
C 1.78660 1.61009 -2.47523 0.049 -0.041 0.096 0.24
C 1.45625 0.55714 -3.30495 0.132 0.098 -0.064 -0.43
C -3.42836 -0.75492 3.97144 0.050 -0.040 -0.064 0.74
C -0.45137 3.52821 -0.25282 -0.043 0.057 -0.023 0.04
C -1.85365 0.23321 0.72499 -0.207 0.034 0.017 -0.99
H 1.11879 4.90311 0.19221 0.145 -0.036 0.014 0.37
H 0.38348 5.14203 -1.37848 0.084 -0.005 -0.073 0.44
H -0.69908 -3.65121 -1.08437 -0.087 0.014 -0.052 0.56
H 2.93230 -1.75276 1.65998 -0.111 -0.049 -0.032 0.23
H 0.05772 -0.69367 0.85698 0.018 -0.036 0.009 0.42
H 3.59282 0.91451 0.95247 -0.011 0.081 -0.030 0.64
H -0.53370 2.59655 -0.81653 0.058 -0.034 -0.013 0.12
H 3.26770 -2.50649 -0.48532 -0.008 -0.069 0.051 0.50
H -5.15407 -1.24224 5.11562 -0.039 0.024 -0.039 0.27
H 1.24760 -3.88729 -0.06418 0.071 -0.021 0.030 0.37
H -4.08563 -2.63339 4.85913 -0.017 -0.003 0.001 0.34
H -2.62213 -2.27069 -2.09089 0.020 -0.031 -0.034 0.42
H 0.01043 -2.50313 -2.17210 0.116 -0.066 -0.076 0.39
H 1.48693 0.71174 -5.21881 -0.041 0.059 -0.070 0.33
H 2.77692 -0.38978 2.49094 -0.091 0.074 0.007 0.26
H -1.65980 0.94101 1.51880 0.127 -0.006 0.020 0.92
H -1.37885 4.08636 -0.38554 -0.021 0.025 0.150 0.35
H -1.90317 -2.00526 4.64084 -0.043 -0.024 -0.012 0.18
H 2.51795 -3.06344 -1.96295 -0.035 0.035 -0.075 0.49
H -1.40809 -0.51021 3.92132 0.010 -0.016 -0.030 0.22
H -3.83514 0.99216 0.38059 0.012 0.022 0.119 0.47
H -5.08045 -2.01639 3.52786 -0.034 0.046 -0.002 0.24
H -4.31016 -0.60095 -1.43120 -0.010 -0.046 -0.064 0.40
H 1.42440 -1.55234 -3.48280 0.027 -0.064 0.009 0.50
H 1.10043 -2.28836 0.61230 -0.181 0.014 -0.049 0.34
H 4.31670 -0.56313 0.38053 0.033 0.022 -0.056 0.28
```
Positions in Å, forces in eV/Å.



The following is a quantum chemistry calculation of 2 unconnected molecules or ions with the total composition C3H6N4 in a non-equilibrium geometry, from OMol25.

Computed properties:
- Kohn-Sham gap: 7.6 eV
- LUMO energy: 0.4 eV
- M: 98.11 g/mol
- Charge: 0
- Energy above the lowest of the compared OMol25 structures with the same formula, charge and spin: 145.5 kcal/mol

Structure (XYZ):
```
13
Properties=species:S:1:pos:R:3:forces:R:3:mulliken_charge:R:1
N -0.48790 0.02461 -0.77610 -1.554 2.325 -8.611 -0.21
N -0.76990 -2.38839 -1.11201 -3.015 0.058 -0.538 -0.74
N 0.57082 2.30822 -0.01741 1.136 0.002 -1.071 -0.55
N 0.27923 -1.08310 0.66168 -1.491 -10.115 7.440 -0.37
C -0.32722 -1.31688 -0.51200 -2.384 1.302 -0.363 0.40
C 0.48590 0.15152 1.08909 3.640 2.999 -0.198 -0.19
C 0.27566 0.90829 -0.06132 0.462 -0.152 5.615 -0.08
H -0.26255 2.74822 0.52613 3.170 -0.179 -0.910 0.30
H 1.27931 0.33776 1.93704 -2.001 -0.214 -1.722 0.25
H 1.76368 2.44517 0.08581 -5.393 0.040 0.252 0.33
H -0.24845 -1.94693 1.65062 2.497 3.023 -4.002 0.36
H -0.71269 0.20558 -1.80752 0.304 0.070 2.085 0.27
H -1.84589 -2.39406 -1.66401 4.631 0.842 2.024 0.24
```
Positions in Å, forces in eV/Å.



Please write out number 3 again, unchanged.
The following is a quantum chemistry calculation of 2 unconnected molecules or ions with the total composition C3H6N4 in a non-equilibrium geometry, from OMol25.

Computed properties:
- Kohn-Sham gap: 7.6 eV
- LUMO energy: 0.4 eV
- M: 98.11 g/mol
- Charge: 0
- Energy above the lowest of the compared OMol25 structures with the same formula, charge and spin: 145.5 kcal/mol

Structure (XYZ):
```
13
Properties=species:S:1:pos:R:3:forces:R:3:mulliken_charge:R:1
N -0.48790 0.02461 -0.77610 -1.554 2.325 -8.611 -0.21
N -0.76990 -2.38839 -1.11201 -3.015 0.058 -0.538 -0.74
N 0.57082 2.30822 -0.01741 1.136 0.002 -1.071 -0.55
N 0.27923 -1.08310 0.66168 -1.491 -10.115 7.440 -0.37
C -0.32722 -1.31688 -0.51200 -2.384 1.302 -0.363 0.40
C 0.48590 0.15152 1.08909 3.640 2.999 -0.198 -0.19
C 0.27566 0.90829 -0.06132 0.462 -0.152 5.615 -0.08
H -0.26255 2.74822 0.52613 3.170 -0.179 -0.910 0.30
H 1.27931 0.33776 1.93704 -2.001 -0.214 -1.722 0.25
H 1.76368 2.44517 0.08581 -5.393 0.040 0.252 0.33
H -0.24845 -1.94693 1.65062 2.497 3.023 -4.002 0.36
H -0.71269 0.20558 -1.80752 0.304 0.070 2.085 0.27
H -1.84589 -2.39406 -1.66401 4.631 0.842 2.024 0.24
```
Positions in Å, forces in eV/Å.



Question: Which formula does entry 3 have?
Answer: C3H6N4